Record 1
{
  "formula": "C7H14N3O",
  "method": "wB97M-V/def2-TZVPD",
  "gap_ev": 8.66,
  "homo_energy_ev": -12.4664,
  "e_lumo_ev": -3.80,
  "de_lowest_kj_mol": 185.1,
  "smiles": "CC(C)/[NH+]=C/C=C(N)\\N=C/O",
  "charge": 1,
  "elements": ["C", "C", "C", "N", "C", "C", "C", "N", "N", "C", "O", "H", "H", "H", "H", "H", "H", "H", "H", "H", "H", "H", "H", "H", "H"],
  "xyz": [[-1.21180, -1.83376, -1.88137], [0.13630, -1.54886, -1.27356], [0.86012, -2.93826, -0.94545], [0.05099, -0.75681, -0.06176], [0.95651, -0.49937, 0.86174], [0.96620, 0.59381, 1.73919], [0.12389, 1.66979, 1.71092], [0.00066, 2.44302, 2.82823], [-0.78638, 1.85006, 0.74578], [-0.93647, 2.52683, -0.28809], [-0.47798, 3.63889, -0.76888], [-1.73052, -2.53573, -1.32835], [-1.74161, -0.89687, -1.67542], [-1.33443, -1.99146, -2.95020], [0.79126, -0.90907, -1.97047], [0.69628, -3.28491, 0.05104], [1.92416, -2.93080, -1.24821], [0.44398, -3.67153, -1.76831], [-0.87744, -0.31092, -0.02849], [1.76423, -1.25700, 0.80499], [1.93360, 0.49861, 2.26138], [0.42427, 2.31626, 3.78943], [-0.40644, 3.32918, 2.74899], [-1.82067, 2.37871, -0.96679], [0.25127, 4.12020, -0.38636]],
  "forces_ev_per_a": [[-0.1, 3.1, 0.1], [3.3, -1.9, -0.8], [-0.2, 0.1, -4.1], [-2.4, 0.7, 0.3], [-0.4, -0.3, -1.6], [2.7, -2.8, -0.7], [-0.5, 1.0, 2.8], [1.3, -0.7, 1.0], [0.3, -0.6, -0.2], [-3.2, 0.4, -1.2], [1.0, 1.2, -0.9], [-0.9, -1.8, 1.0], [-0.6, 0.1, -0.4], [0.7, -0.2, 0.1], [-0.9, -1.2, 0.7], [-0.2, -0.3, 0.5], [-0.3, 0.2, 0.8], [0.6, 1.1, 2.0], [1.0, 0.4, 0.4], [-0.1, 0.9, 0.5], [-1.1, 1.0, 0.7], [-0.4, -0.5, -2.1], [-0.9, 1.2, -0.3], [0.7, -0.9, 0.8], [0.7, -0.1, 0.7]]
}

Record 2
{
  "formula": "C32H66ClFN2O10PS8",
  "method": "wB97M-V/def2-TZVPD",
  "gap_ev": 4.26,
  "homo_energy_ev": -9.6366,
  "e_lumo_ev": -5.37,
  "charge": 1,
  "elements": ["C", "C", "C", "C", "C", "C", "C", "C", "C", "C", "C", "C", "O", "O", "C", "S", "O", "O", "F", "C", "P", "O", "Cl", "N", "C", "C", "C", "S", "C", "S", "N", "C", "C", "C", "C", "H", "H", "H", "H", "H", "H", "H", "H", "H", "H", "H", "H", "H", "H", "H", "H", "H", "H", "H", "H", "H", "H", "H", "H", "H", "H", "H", "H", "H", "H", "H", "H", "H", "H", "H", "H", "C", "S", "O", "C", "H", "H", "H", "H", "H", "H", "C", "S", "O", "C", "H", "H", "H", "H", "H", "H", "C", "S", "O", "C", "H", "H", "H", "H", "H", "H", "C", "S", "O", "C", "H", "H", "H", "H", "H", "H", "C", "S", "O", "C", "H", "H", "H", "H", "H", "H"],
  "xyz": [[7.24690, -3.46087, -0.55712], [6.49331, -3.69647, -2.01934], [4.99928, -4.37244, -1.86921], [4.54140, -4.93923, -3.36172], [3.51818, -3.87416, -4.14829], [1.99985, -4.11317, -3.59367], [0.80696, -4.05658, -4.70808], [-0.44782, -3.07298, -4.38895], [-1.19419, -3.22066, -2.94832], [-1.00660, -4.72630, -2.24503], [-1.60642, -5.04250, -0.76009], [-1.34344, -6.54651, -0.17005], [-0.24525, -6.77651, 0.55953], [-2.39242, -7.57259, -0.47011], [-2.41464, -3.80172, -0.00974], [-3.00988, -4.16617, 1.72739], [-4.49316, -4.70726, 1.71619], [-2.19581, -5.21073, 2.52700], [-2.98360, -2.77295, 2.79090], [-2.64094, -2.34841, -0.82938], [-3.67384, -1.07279, 0.14866], [-5.09900, -1.85348, 0.89643], [-4.72705, 0.36620, -1.00502], [-2.01547, -2.12478, -2.22903], [-2.17334, -0.80233, -2.93380], [-1.52882, 0.49190, -2.10527], [-0.04725, 0.87719, -2.75280], [0.98936, 1.44218, -1.24752], [2.59053, 0.43160, -1.16668], [2.41230, -1.24640, -0.94320], [3.88508, 1.20041, -1.27700], [5.10726, 0.31210, -1.32158], [5.52724, -0.16223, 0.22605], [3.86818, 2.24999, -2.36230], [3.47572, 1.71365, -3.85750], [6.82160, -4.13002, 0.30317], [7.25358, -2.31039, -0.28952], [8.38335, -3.78082, -0.73151], [6.35501, -2.66694, -2.56656], [7.17132, -4.42740, -2.66768], [4.20477, -3.67728, -1.36407], [5.12468, -5.30618, -1.13802], [4.02838, -5.98487, -3.15697], [5.51144, -5.17913, -3.99888], [3.64887, -3.92515, -5.30980], [3.86176, -2.80280, -3.77527], [1.98126, -5.21967, -3.14393], [1.67322, -3.42052, -2.70045], [0.36560, -5.12396, -4.98243], [1.30799, -3.66135, -5.71655], [-1.24453, -3.19971, -5.25813], [-0.01919, -1.96651, -4.53277], [-0.41509, -5.60431, -2.78791], [-2.67849, -7.34708, -1.42547], [-5.64760, -2.29283, 0.17585], [-3.33655, -0.67973, -3.15521], [-1.69104, -0.70598, -3.99399], [-2.22945, 1.42186, -2.32264], [-1.36800, 0.27463, -0.96425], [0.45583, -0.05765, -3.24546], [-0.08153, 1.81666, -3.45902], [5.03777, -0.59293, -2.06425], [6.03661, 0.96747, -1.68520], [5.33993, -1.33569, 0.25875], [4.73452, 0.29697, 0.98962], [6.63287, 0.14054, 0.46367], [4.96174, 2.71072, -2.43348], [3.16162, 3.16548, -2.07196], [2.63431, 2.38852, -4.36151], [3.10853, 0.60159, -3.90856], [4.45344, 1.78260, -4.53006], [-3.41211, 1.01430, 2.95370], [-2.54946, 2.60393, 2.90315], [-1.36644, 2.44593, 1.99372], [-1.93886, 2.54030, 4.60494], [-3.84687, 0.82351, 1.96918], [-2.70961, 0.21446, 3.19956], [-4.21048, 1.05521, 3.69824], [-1.32645, 1.64712, 4.74968], [-2.78459, 2.53189, 5.29642], [-1.33109, 3.42937, 4.78923], [-8.62385, -5.70004, -1.94014], [-7.11081, -4.84687, -1.43372], [-6.39450, -4.42089, -2.68152], [-6.26944, -6.31750, -0.79943], [-9.29364, -4.97256, -2.40579], [-8.38726, -6.48634, -2.66087], [-9.11254, -6.12944, -1.06252], [-6.17687, -7.06593, -1.59002], [-6.83395, -6.72721, 0.04136], [-5.27308, -6.02719, -0.45768], [-1.92371, 6.38051, 0.24107], [-2.43345, 6.51625, 1.97178], [-3.62845, 5.62861, 2.16054], [-3.03403, 8.21896, 1.85755], [-1.54438, 5.36999, 0.06886], [-2.77713, 6.56293, -0.41626], [-1.13031, 7.10291, 0.03597], [-3.81957, 8.28881, 1.10136], [-2.20500, 8.88225, 1.60023], [-3.44040, 8.50972, 2.82920], [1.79262, 11.10221, 0.90191], [0.63881, 9.85038, 1.51451], [-0.69655, 10.12256, 0.88657], [0.57625, 10.46831, 3.21369], [1.95270, 10.93409, -0.16617], [1.37609, 12.10105, 1.05196], [2.74557, 11.00959, 1.42794], [0.23406, 11.50591, 3.22223], [1.56836, 10.39632, 3.66535], [-0.12433, 9.85170, 3.78182], [1.92707, 1.32965, 8.04620], [0.29126, 1.81699, 7.44597], [0.41671, 3.19436, 6.86401], [-0.46609, 1.98463, 9.08038], [2.58964, 1.20435, 7.18598], [2.33079, 2.10339, 8.70350], [1.85165, 0.38169, 8.58388], [0.08404, 2.71836, 9.67431], [-0.46436, 1.01567, 9.58493], [-1.49713, 2.32276, 8.95226]],
  "forces_ev_per_a": [[1.0, 0.1, -1.0], [-0.5, -0.1, 0.7], [1.0, -1.1, -0.2], [-0.1, -0.2, 0.5], [0.7, 0.2, 1.4], [-0.8, -1.3, 0.4], [0.2, -0.4, -0.9], [0.0, 1.6, -0.6], [-0.3, -2.5, 3.0], [-2.2, 2.5, 2.6], [0.0, 3.4, -2.5], [4.2, -1.8, 3.7], [-7.9, 1.5, -5.3], [3.0, 3.8, -1.2], [2.1, 0.8, -4.4], [-4.0, -5.9, 5.8], [5.6, 3.4, -1.1], [-1.5, 4.6, -3.9], [0.2, -2.3, -3.1], [1.2, -4.3, -1.8], [-2.3, 0.3, 2.0], [2.5, 0.2, -3.3], [0.8, -1.4, 0.1], [1.6, -4.3, 0.9], [-1.3, 2.3, -0.6], [0.2, 0.2, -1.2], [0.0, -0.4, 0.6], [1.1, -0.3, -0.6], [1.3, 0.1, -0.7], [0.6, 2.5, -0.3], [-2.7, -2.3, -1.4], [2.1, 0.3, 0.9], [-1.5, -0.8, -0.6], [0.1, 1.8, -0.7], [0.4, 0.2, -0.9], [0.6, 1.4, -1.7], [-0.1, -2.6, -0.3], [-2.4, 0.8, 0.6], [0.5, -2.0, 0.9], [-1.6, 1.7, 1.3], [1.5, -1.1, -1.2], [-0.3, 1.9, -1.6], [0.8, 2.2, -0.7], [-2.1, 0.7, 1.3], [-0.5, -0.1, 2.2], [-0.7, -2.1, -1.0], [0.1, 2.4, -0.9], [1.0, -1.1, -1.7], [1.1, 2.1, 0.7], [-1.4, -0.7, 2.1], [1.4, 0.2, 2.0], [-1.1, -2.3, 0.7], [-1.4, 2.4, 1.2], [0.3, -0.5, 2.1], [0.6, 0.6, 1.2], [2.5, -0.2, 0.8], [-0.7, -1.1, 2.1], [1.3, -2.1, 0.9], [-0.6, 0.5, -2.2], [-0.9, 1.9, 0.9], [-0.1, -2.1, 1.3], [-0.2, 1.6, 1.5], [-2.3, -1.2, 0.6], [0.8, 2.5, 0.2], [2.0, -0.8, -1.7], [-2.3, -0.7, -0.4], [-2.4, -1.1, 0.4], [1.5, -2.3, -0.5], [1.9, -1.4, 1.2], [0.7, 2.1, 0.4], [-2.2, -0.2, 1.3], [0.1, -0.2, 0.1], [0.0, 0.1, 0.0], [-0.3, -0.2, 0.2], [0.1, 0.0, -0.1], [0.0, 0.3, 0.2], [0.0, 0.0, 0.0], [0.1, 0.1, -0.1], [0.0, 0.1, -0.1], [0.0, 0.0, -0.1], [-0.1, -0.1, -0.1], [-0.1, 0.0, -0.1], [0.1, -0.2, -0.2], [-0.1, -0.2, 0.4], [0.1, -0.1, -0.1], [0.2, 0.0, 0.1], [0.1, 0.1, 0.1], [0.1, 0.1, 0.0], [-0.1, 0.1, 0.0], [0.1, 0.1, 0.0], [-0.2, 0.1, 0.0], [0.0, -0.1, -0.1], [-0.5, 0.0, -0.1], [0.4, 0.4, -0.2], [0.0, 0.0, 0.0], [-0.1, 0.1, 0.2], [0.0, 0.0, 0.1], [-0.1, 0.0, 0.1], [0.1, -0.1, 0.1], [-0.1, -0.1, 0.0], [0.0, -0.2, -0.1], [0.0, 0.1, -0.1], [-0.1, 0.2, 0.0], [0.6, 0.1, 0.2], [-0.1, 0.1, 0.0], [-0.1, -0.1, 0.2], [-0.1, -0.1, 0.0], [-0.1, -0.1, 0.0], [0.0, -0.1, -0.1], [-0.1, 0.0, -0.1], [0.1, 0.0, -0.2], [0.1, 0.0, 0.0], [0.1, 0.5, 0.0], [0.0, -0.6, 0.4], [0.0, 0.1, 0.1], [-0.2, 0.0, 0.1], [-0.1, 0.0, -0.1], [-0.1, 0.1, -0.1], [0.0, 0.0, -0.1], [0.0, 0.0, -0.1], [0.2, -0.1, -0.1]]
}

Record 3
{
  "formula": "C3H9NOS2",
  "method": "wB97M-V/def2-TZVPD",
  "gap_ev": 7.93,
  "homo_energy_ev": -8.6805,
  "e_lumo_ev": -0.75,
  "de_lowest_kj_mol": 228.8,
  "smiles": "N[C@H](CO)CSS",
  "charge": 0,
  "elements": ["N", "C", "C", "O", "C", "S", "S", "H", "H", "H", "H", "H", "H", "H", "H", "H"],
  "xyz": [[-0.74336, 0.25555, 1.33779], [-0.15322, 0.05796, 0.02467], [-1.31778, 0.26304, -1.01784], [-1.77068, 1.58580, -1.05123], [0.54880, -1.28801, -0.14996], [2.37183, -1.34043, -0.44961], [3.21655, -0.03192, 1.01278], [0.05452, 0.32952, 1.95674], [-1.13957, 1.20129, 1.35032], [0.41539, 0.91018, -0.35416], [-2.19498, -0.31669, -0.67041], [-1.06446, -0.06619, -2.05604], [-1.83450, 1.85286, -1.97123], [0.39201, -1.94772, 0.69758], [0.11326, -1.76414, -1.01503], [3.10619, 0.29891, 2.35562]],
  "forces_ev_per_a": [[0.7, 0.4, 0.1], [-1.3, 1.1, -2.3], [-0.7, -2.0, 0.1], [0.3, 1.0, 0.0], [0.3, 0.2, 0.2], [-1.1, 0.2, 1.7], [1.5, 1.8, -1.2], [0.0, -0.1, 0.5], [-0.1, -0.4, 0.0], [1.1, -0.1, 0.7], [0.4, -0.3, -0.2], [0.2, 0.0, 0.9], [0.0, 0.2, 0.2], [-0.3, 0.1, 0.1], [0.1, -0.5, -0.4], [-1.1, -1.8, -0.3]]
}

charge of number 1 (C7H14N3O)?
+1

What is the formula in the first record?
C7H14N3O